ORCA calculation (ωB97M-V/def2-TZVPD) on C38H65BCsN11O5P2S2 as an isolated structure at a distorted geometry.

Results
Maximum force, eV/A: 2.07
Orbital gap, eV: 6.254
Relative energy (zero: lowest compared OMol25 entry of this formula, charge and spin), kcal/mol: 0.0
DFT total energy, eV: -108566.52248
M, g/mol: 1025.8

Last column: Mulliken charge in e.
Cartesian coordinates (Å):
Cs1 -0.277 0.271 -0.379  4.244
O1 -3.060 0.231 -1.411  0.019
C1 -3.564 1.102 -2.398  -0.942
C2 -2.494 1.603 -3.340  -0.009
C3 -2.808 2.035 -4.627  -0.827
C4 -1.788 2.441 -5.470  -0.707
C5 -0.485 2.422 -4.999  -1.012
C6 -0.275 2.017 -3.695  -0.380
N1 -1.247 1.614 -2.887  1.557
H1 -2.865 0.744 -0.614  -0.167
H2 -4.047 1.963 -1.937  0.281
H3 -4.311 0.552 -2.968  0.366
H4 -3.842 2.041 -4.955  0.529
H5 -2.008 2.764 -6.483  0.408
H6 0.351 2.715 -5.623  0.502
H7 0.733 1.990 -3.289  0.146
N2 1.541 2.730 0.048  0.323
C7 2.481 2.731 -1.049  1.065
C8 3.823 3.426 -0.762  -1.482
C9 4.701 2.796 0.322  -0.234
C10 5.253 1.412 -0.015  -1.016
N3 5.673 1.307 -1.404  0.180
C11 6.802 1.677 -1.930  0.798
N4 6.944 1.588 -3.269  -0.416
N5 7.853 2.129 -1.212  -0.365
C12 2.672 1.302 -1.590  -0.847
O2 3.472 1.170 -2.570  -1.008
O3 2.050 0.375 -1.074  -0.942
H8 1.208 3.661 0.262  -0.131
H9 1.945 2.366 0.902  0.117
H10 2.022 3.289 -1.868  0.309
H11 3.589 4.447 -0.455  0.562
H12 4.380 3.502 -1.695  0.373
H13 4.138 2.702 1.252  0.452
H14 5.528 3.487 0.522  0.361
H15 4.492 0.650 0.125  -0.024
H16 6.054 1.133 0.672  0.434
H17 4.834 1.190 -2.036  0.293
H18 6.136 1.370 -3.827  0.207
H19 7.753 1.964 -3.724  0.185
H20 7.817 2.071 -0.212  0.196
H21 8.758 2.201 -1.635  0.213
C13 -3.458 1.255 4.872  -0.903
N6 -3.153 2.495 4.192  0.369
C14 -4.032 3.508 3.886  -0.461
C15 -3.321 4.443 3.221  -0.540
N7 -2.024 4.015 3.105  0.128
B1 -0.878 4.833 2.494  0.456
N8 -1.059 5.013 0.937  0.360
C16 -0.179 5.846 0.292  -1.145
C17 -0.548 5.969 -1.003  -0.261
N9 -1.674 5.194 -1.156  0.386
C18 -2.481 5.087 -2.348  -0.924
C19 -1.966 4.605 0.036  0.144
S1 -3.278 3.571 0.201  -0.562
C20 -1.933 2.821 3.705  -0.627
S2 -0.582 1.830 3.874  -0.431
H22 -4.402 1.365 5.406  0.348
H23 -2.656 1.018 5.560  0.344
H24 -3.539 0.440 4.157  0.259
H25 -5.067 3.479 4.168  0.454
H26 -3.643 5.381 2.806  0.499
H27 0.185 4.288 2.686  -0.195
H28 -0.912 5.971 2.964  -0.189
H29 0.638 6.307 0.829  0.554
H30 -0.119 6.540 -1.811  0.460
H31 -2.020 5.693 -3.126  0.289
H32 -3.485 5.438 -2.144  0.368
H33 -2.546 4.055 -2.667  0.315
C21 -3.667 -2.848 -0.982  -1.689
P1 -1.901 -2.445 -0.733  0.235
C22 -1.408 -3.997 0.111  -0.132
N10 -2.088 -5.083 -0.154  -0.261
C23 -1.668 -6.250 0.383  0.095
C24 -2.369 -7.443 0.098  -0.405
C25 -1.935 -8.620 0.638  -0.548
C26 -0.803 -8.655 1.480  -0.585
C27 -0.091 -7.522 1.745  -0.546
C28 -0.510 -6.295 1.181  0.126
N11 0.186 -5.163 1.439  -0.099
C29 -0.262 -4.034 0.958  -0.636
P2 0.597 -2.478 1.448  0.839
C30 2.321 -3.098 1.335  -1.913
C31 0.266 -2.584 3.315  1.702
C32 0.918 -1.360 3.951  -1.366
C33 -1.253 -2.495 3.478  -1.820
C34 0.812 -3.838 4.006  -1.687
C35 -1.128 -2.884 -2.416  2.314
C36 -1.608 -4.209 -3.004  -1.771
C37 -1.486 -1.757 -3.388  -1.724
C38 0.385 -2.920 -2.213  -2.166
H34 -3.815 -3.893 -1.234  0.522
H35 -4.085 -2.183 -1.742  0.298
H36 -4.185 -2.632 -0.046  0.404
H37 -3.237 -7.391 -0.550  0.449
H38 -2.472 -9.538 0.433  0.396
H39 -0.498 -9.599 1.915  0.383
H40 0.781 -7.526 2.387  0.463
H41 2.403 -4.124 1.683  0.434
H42 2.966 -2.444 1.923  0.426
H43 2.643 -3.036 0.292  0.388
H44 0.425 -0.438 3.630  -0.599
H45 1.987 -1.308 3.722  0.275
H46 0.816 -1.414 5.042  0.652
H47 -1.663 -1.649 2.911  0.150
H48 -1.508 -2.331 4.536  0.513
H49 -1.745 -3.418 3.150  0.311
H50 1.905 -3.807 4.073  0.335
H51 0.529 -4.746 3.500  0.163
H52 0.409 -3.878 5.030  0.517
H53 -2.673 -4.157 -3.260  0.357
H54 -1.466 -5.039 -2.327  0.316
H55 -1.057 -4.419 -3.926  0.505
H56 -2.573 -1.639 -3.474  0.202
H57 -1.088 -1.993 -4.383  0.626
H58 -1.073 -0.797 -3.071  0.102
H59 0.688 -3.747 -1.566  0.227
H60 0.769 -1.991 -1.775  0.529
H61 0.891 -3.053 -3.175  0.517
O4 2.744 0.405 1.786  -0.577
H62 2.000 0.528 2.391  0.210
H63 2.356 0.238 0.906  0.033
O5 -2.126 0.778 1.341  -0.217
H64 -2.548 1.648 1.199  -0.074
H65 -1.609 0.932 2.164  -0.308